Entry 1:
{
  "formula": "C6H12O",
  "method": "wB97M-V/def2-TZVPD",
  "elements": ["C", "C", "O", "C", "C", "C", "C", "H", "H", "H", "H", "H", "H", "H", "H", "H", "H", "H", "H"],
  "positions_angstrom": [[2.8624, 0.3178, 0.3643], [1.5529, 0.3679, -0.3393], [0.5008, 0.4138, 0.6050], [-0.3135, -0.7041, 0.6829], [-1.6423, -0.4611, 1.2688], [-1.6954, -0.6478, -0.1873], [-1.8655, 0.4944, -1.1149], [2.8758, -0.6116, 0.9236], [2.8382, 1.1473, 1.0648], [3.6819, 0.3657, -0.3681], [1.5354, -0.4843, -1.0196], [1.5274, 1.2825, -0.9178], [-0.1554, -1.5939, 0.1009], [-1.8120, 0.5620, 1.5857], [-2.0896, -1.2069, 1.8980], [-2.1081, -1.6084, -0.5256], [-1.6083, 0.2056, -2.1397], [-2.8912, 0.8648, -1.0809], [-1.1935, 1.2962, -0.8009]],
  "forces_ev_per_a": [[0.1, -0.1, 0.3], [0.2, 0.0, -0.5], [0.0, -0.5, -0.1], [-1.4, 0.1, -1.9], [-0.5, -0.1, 0.5], [-0.4, 0.3, -0.1], [-0.2, 0.4, -0.1], [0.5, -0.1, 0.2], [0.6, 0.1, 0.1], [-0.1, 0.1, 0.5], [-0.7, -0.1, -0.1], [-0.3, 0.2, -0.4], [1.8, -0.9, 1.3], [0.2, -0.1, 0.2], [-0.1, -0.1, 0.3], [0.6, 0.3, 0.1], [-0.1, 0.1, 0.1], [0.0, 0.2, -0.2], [-0.1, 0.1, -0.1]],
  "mulliken_charge": [-1.21, -0.25, -0.31, -0.29, -0.62, 0.13, -1.30, 0.30, 0.29, 0.38, 0.33, 0.33, 0.41, 0.22, 0.25, 0.44, 0.29, 0.34, 0.27],
  "gap_ev": 9.125,
  "total_energy_ev": -8461.4670,
  "smiles": "CCO[C@H]1C[C@H]1C",
  "e_above_lowest_kcal_mol": 66.6
}

=====

Entry 2:
{
  "formula": "C6H12O",
  "method": "wB97M-V/def2-TZVPD",
  "elements": ["C", "O", "C", "C", "C", "C", "C", "H", "H", "H", "H", "H", "H", "H", "H", "H", "H", "H", "H"],
  "positions_angstrom": [[-0.7434, -0.7536, 2.6343], [-0.6444, -0.7893, 1.2393], [0.4401, -0.0538, 0.7266], [0.2178, 0.1428, -0.7551], [-0.1369, -1.1293, -1.4938], [-0.4091, 1.4321, -1.2064], [1.0543, 1.1777, -1.4497], [-0.9570, 0.2654, 2.9902], [0.1655, -1.1214, 3.1375], [-1.5826, -1.3991, 2.8964], [0.5157, 0.9234, 1.2327], [1.3852, -0.5949, 0.9142], [-1.0438, -1.5627, -1.0638], [0.6655, -1.8721, -1.4052], [-0.3112, -0.9345, -2.5582], [-0.6766, 2.1665, -0.4503], [-1.0867, 1.3920, -2.0552], [1.7747, 1.7475, -0.8670], [1.3730, 0.9634, -2.4666]],
  "forces_ev_per_a": [[-0.1, 0.0, 0.3], [-0.1, 0.0, -0.1], [0.2, 0.2, -0.1], [0.1, -0.1, 0.0], [0.0, 0.0, 0.0], [-0.2, 0.0, 0.0], [0.2, 0.0, 0.0], [0.1, -0.1, 0.0], [-0.1, 0.0, -0.1], [0.1, 0.0, 0.1], [0.0, -0.1, -0.1], [-0.1, 0.0, 0.0], [0.1, 0.0, -0.1], [-0.1, 0.1, 0.0], [0.1, 0.0, 0.2], [0.0, -0.1, -0.1], [0.1, 0.0, 0.1], [-0.1, -0.1, -0.1], [0.0, 0.0, 0.2]],
  "mulliken_charge": [-0.76, -0.30, -0.79, 1.29, -1.49, -0.81, -0.78, 0.30, 0.29, 0.25, 0.39, 0.33, 0.31, 0.30, 0.41, 0.25, 0.26, 0.27, 0.28],
  "gap_ev": 10.819,
  "total_energy_ev": -8462.8482,
  "smiles": "COCC1(C)CC1",
  "e_above_lowest_kcal_mol": 34.7
}

=====

Entry 3:
{
  "formula": "C6H12O",
  "method": "wB97M-V/def2-TZVPD",
  "elements": ["C", "C", "C", "O", "C", "C", "C", "H", "H", "H", "H", "H", "H", "H", "H", "H", "H", "H", "H"],
  "positions_angstrom": [[1.6619, -0.4468, 1.8094], [0.1617, -0.3681, 1.5416], [-0.4876, 0.8005, 0.8960], [-0.7818, 1.1442, -0.3549], [-0.5031, 0.2369, -1.3963], [-0.5033, 1.0334, -2.6761], [-0.5456, -1.4286, 0.8224], [2.0032, 0.4613, 2.3216], [2.2521, -0.5673, 0.8949], [1.8526, -1.3121, 2.4577], [-0.3450, -0.2730, 2.5102], [-0.9283, 1.5529, 1.5534], [0.4672, -0.2332, -1.2229], [-1.2722, -0.5557, -1.3453], [-1.5101, 1.3748, -2.9303], [-0.1060, 0.4301, -3.4962], [0.1360, 1.9083, -2.5297], [-0.0114, -2.0033, 0.0646], [-1.5402, -1.7543, 1.0799]],
  "forces_ev_per_a": [[0.0, 0.0, -0.2], [-0.4, 0.1, 0.2], [-0.2, 1.0, 0.9], [0.2, 0.1, -0.4], [0.1, -0.2, -0.2], [0.0, 0.0, -0.1], [0.3, -1.1, 0.0], [0.0, -0.2, -0.1], [-0.1, 0.0, 0.1], [0.0, 0.2, -0.2], [0.2, -0.1, 0.2], [-0.1, -0.3, -0.1], [0.1, 0.0, -0.2], [0.3, 0.2, -0.2], [0.1, 0.0, 0.0], [-0.1, 0.1, 0.0], [0.0, -0.1, -0.2], [-0.3, 0.2, 0.0], [0.0, 0.1, 0.2]],
  "mulliken_charge": [-1.33, 0.92, -0.52, -0.32, -0.15, -1.28, -1.21, 0.35, 0.29, 0.35, 0.21, 0.36, 0.22, 0.38, 0.30, 0.38, 0.31, 0.41, 0.33],
  "gap_ev": [8.301, 7.421],
  "total_energy_ev": -8459.9163,
  "e_above_lowest_kcal_mol": 102.3
}

=====

Entry 4:
{
  "formula": "C6H12O",
  "method": "wB97M-V/def2-TZVPD",
  "elements": ["C", "C", "O", "C", "C", "C", "C", "H", "H", "H", "H", "H", "H", "H", "H", "H", "H", "H", "H"],
  "positions_angstrom": [[1.9562, -0.9228, -0.2543], [1.2916, 0.2939, 0.2706], [1.9823, 0.8199, 1.2980], [0.1870, 1.1256, -0.2204], [-1.1318, 0.8845, 0.5816], [-1.9170, -0.1750, -0.2044], [-0.9929, -1.2868, -0.6012], [3.0452, -0.7737, -0.3372], [1.4664, -1.2178, -1.1856], [1.8047, -1.7724, 0.4205], [1.6234, 1.6956, 1.5223], [0.4672, 2.1949, -0.1415], [-0.0123, 0.8405, -1.2589], [-0.8865, 0.4696, 1.5687], [-1.6784, 1.8236, 0.7589], [-2.3588, 0.3096, -1.0882], [-2.7585, -0.5254, 0.4127], [-1.1334, -1.6481, -1.6267], [-0.9545, -2.1357, 0.0851]],
  "forces_ev_per_a": [[-0.3, 0.0, -0.1], [0.1, -0.3, -0.4], [0.4, 0.7, 1.1], [-0.3, 0.0, 0.0], [0.2, 0.0, 0.0], [-0.1, 0.6, 0.2], [-1.6, -1.0, -0.2], [-0.2, 0.0, -0.2], [0.4, 0.1, -0.1], [0.1, 0.0, 0.0], [0.2, -0.4, 0.0], [0.0, -0.2, -0.2], [0.0, 0.4, 0.0], [0.0, 0.2, -0.1], [-0.1, -0.3, -0.2], [0.2, -0.1, 0.1], [0.2, -0.1, -0.1], [0.5, 0.2, 0.1], [0.4, 0.3, 0.1]],
  "mulliken_charge": [-1.26, 0.74, -0.52, -1.04, -0.50, -0.40, -0.99, 0.40, 0.30, 0.28, 0.32, 0.42, 0.30, 0.29, 0.36, 0.30, 0.33, 0.33, 0.33],
  "gap_ev": [6.604, 9.062],
  "total_energy_ev": -8460.2757,
  "e_above_lowest_kcal_mol": 94.0
}

=====

Entry 5:
{
  "formula": "C6H12O",
  "method": "wB97M-V/def2-TZVPD",
  "elements": ["C", "C", "C", "C", "C", "C", "O", "H", "H", "H", "H", "H", "H", "H", "H", "H", "H", "H", "H"],
  "positions_angstrom": [[0.3104, -1.0131, -0.0551], [-1.3516, 0.0660, -1.0341], [1.3721, -1.2040, 2.4192], [-1.2161, 0.9391, -2.2628], [0.1336, 0.3618, 0.0960], [0.5632, 1.5628, 0.3515], [1.6914, -1.0419, 1.0738], [0.8290, -1.3496, -0.9472], [-0.3820, -1.6817, 0.4532], [-1.6781, -0.9361, -1.3138], [-2.0949, 0.4305, -0.3243], [0.4099, -0.7328, 2.7018], [1.2858, -2.2699, 2.6885], [2.1429, -0.7507, 3.0578], [1.5157, 1.6903, 0.8456], [0.0342, 2.4409, 0.0081], [-2.1350, 0.9169, -2.8544], [-0.4017, 0.5907, -2.8996], [-1.0287, 1.9810, -2.0042]],
  "forces_ev_per_a": [[4.6, -0.7, 4.6], [0.6, 2.4, 1.4], [-0.6, -0.4, 0.0], [-0.2, 0.0, 0.0], [-4.4, -0.7, -4.3], [0.4, 0.0, 0.1], [-0.6, -0.7, -1.4], [-0.4, 0.0, 0.0], [0.0, 0.1, -0.4], [0.8, -0.3, 0.3], [-0.3, 0.1, -0.2], [0.1, 0.0, -0.1], [0.1, 0.1, 0.1], [0.0, -0.1, -0.2], [0.0, 0.0, 0.3], [-0.1, 0.0, 0.1], [0.0, 0.0, 0.0], [0.0, 0.0, 0.0], [0.1, 0.0, 0.0]],
  "mulliken_charge": [-0.25, -0.66, -0.69, -1.00, 0.47, -0.80, -0.55, 0.27, 0.29, 0.34, 0.35, 0.29, 0.24, 0.24, 0.30, 0.26, 0.34, 0.26, 0.28],
  "gap_ev": 9.286,
  "total_energy_ev": -8459.2998,
  "e_above_lowest_kcal_mol": 116.6
}

=====

Entry 6:
{
  "formula": "C6H12O",
  "method": "wB97M-V/def2-TZVPD",
  "elements": ["C", "C", "C", "C", "C", "C", "H", "H", "H", "H", "H", "H", "H", "H", "H", "H", "H", "H", "O"],
  "positions_angstrom": [[-0.8309, -0.7392, -1.9199], [-0.5568, -0.3569, -0.5099], [-0.2267, -1.3285, 0.4257], [-1.5814, 1.2335, 1.0028], [-0.8173, 0.9887, -0.0884], [-0.3269, 2.1508, -0.9297], [0.0554, -0.5334, -2.5261], [-1.6196, -0.1478, -2.3618], [-0.9690, -1.8223, -1.9847], [-0.5756, -1.1663, 1.4419], [0.3746, -2.1820, 0.1569], [-1.8731, 2.2078, 1.3610], [-1.9843, 0.4133, 1.5752], [0.3120, 1.8558, -1.7519], [0.2851, 2.8227, -0.3290], [-1.1823, 2.6310, -1.3944], [3.2490, -1.0551, 2.4775], [3.1535, -1.1305, 0.9578], [3.2366, -1.6803, 1.7457]],
  "forces_ev_per_a": [[1.5, -0.3, -0.1], [-1.2, -0.5, -0.3], [-0.3, 0.9, 0.2], [0.1, -0.7, 0.7], [0.4, 0.9, 0.0], [0.0, -0.6, -0.3], [0.2, 0.0, -0.2], [-0.4, 0.0, 0.1], [-0.3, 0.3, -0.1], [0.5, -0.2, 0.1], [-0.2, -0.4, 0.1], [0.0, 0.3, -0.4], [-0.1, -0.1, 0.1], [0.1, -0.4, -0.1], [-0.4, 0.2, 0.1], [0.0, 0.5, 0.2], [0.1, 0.0, 0.1], [0.2, 0.0, 0.1], [-0.4, 0.1, -0.2]],
  "mulliken_charge": [-1.37, 1.03, -0.82, -0.91, 0.81, -1.29, 0.39, 0.37, 0.43, 0.22, 0.38, 0.34, 0.28, 0.36, 0.40, 0.37, 0.33, 0.31, -0.63],
  "spin_multiplicity": 2,
  "gap_ev": [9.542, 6.902],
  "total_energy_ev": -8454.1167,
  "e_above_lowest_kcal_mol": 21.5,
  "s_squared": 0.781,
  "total_charge": 1
}

=====

Entry 7:
{
  "formula": "C6H12O",
  "method": "wB97M-V/def2-TZVPD",
  "elements": ["C", "C", "C", "C", "C", "C", "H", "H", "H", "H", "H", "H", "H", "H", "H", "H", "H", "H", "O"],
  "positions_angstrom": [[0.1724, -0.7382, 0.4361], [0.9024, 0.3972, 0.0068], [1.5803, 1.1236, 1.0131], [0.3021, 1.1458, -1.2566], [-1.0777, 1.6859, -1.0392], [-2.1920, 0.8928, -1.1571], [-0.9317, -0.7186, 0.4496], [0.2502, -1.0576, 1.4332], [0.1280, -1.6110, -0.3106], [1.2973, 1.0066, 2.1936], [1.9582, 1.9623, 0.5011], [1.1421, 1.8248, -1.4974], [0.4438, 0.3289, -2.0021], [-1.2360, 2.7128, -0.7979], [-2.1117, -0.1279, -1.5648], [-3.2414, 1.3084, -0.9642], [1.1427, -3.4001, 2.0557], [-0.4321, -3.2327, 1.7021], [0.4332, -3.2548, 1.3479]],
  "forces_ev_per_a": [[-1.2, -2.3, -1.4], [-3.7, 0.8, 1.3], [-1.6, -0.5, 1.1], [3.6, -1.4, 0.4], [-2.3, -2.1, -0.4], [0.5, 1.6, -0.2], [-0.2, 1.3, -0.8], [1.4, -0.6, 1.0], [0.8, 0.8, 0.9], [1.3, 0.2, -3.2], [1.4, 1.6, 0.8], [-1.0, 0.5, -0.3], [-0.9, 0.6, 0.0], [0.4, 0.6, 0.3], [-0.1, 0.5, 0.4], [1.8, -0.7, -0.3], [-2.1, 0.1, -1.3], [-1.1, -0.4, 1.2], [3.1, -0.5, 0.4]],
  "mulliken_charge": [-1.21, 0.81, -0.69, -0.84, -0.09, -0.78, 0.45, 0.34, 0.44, 0.32, 0.39, 0.57, 0.36, 0.39, 0.32, 0.25, 0.33, 0.32, -0.67],
  "spin_multiplicity": 2,
  "gap_ev": [8.714, 5.903],
  "total_energy_ev": -8451.7384,
  "e_above_lowest_kcal_mol": 76.3,
  "s_squared": 0.758,
  "total_charge": 1
}